{"formula": "C28H73N16O10", "method": "ωB97M-V/def2-TZVPD", "symbols": ["C", "C", "C", "O", "H", "H", "H", "H", "H", "H", "H", "C", "C", "C", "C", "C", "C", "N", "O", "C", "C", "C", "H", "H", "H", "H", "H", "H", "H", "H", "H", "H", "H", "H", "H", "H", "H", "H", "H", "H", "H", "C", "C", "C", "C", "C", "C", "N", "O", "C", "C", "C", "H", "H", "H", "H", "H", "H", "H", "H", "H", "H", "H", "H", "H", "H", "H", "H", "H", "H", "H", "C", "O", "N", "N", "H", "H", "H", "H", "C", "O", "N", "N", "H", "H", "H", "H", "C", "O", "N", "N", "H", "H", "H", "H", "C", "O", "N", "N", "H", "H", "H", "H", "C", "O", "N", "N", "H", "H", "H", "H", "C", "O", "N", "N", "H", "H", "H", "H", "C", "O", "N", "N", "H", "H", "H", "H"], "positions_angstrom": [[0.5354, -1.5219, 2.2262], [1.4642, -1.1946, 0.9893], [1.4432, 0.2696, 0.6822], [2.7876, -1.7647, 1.0827], [0.9464, -1.0079, 3.0951], [0.6885, -2.6006, 2.2593], [-0.5500, -1.4242, 2.2061], [0.9013, -1.6390, 0.1685], [0.4831, 0.5597, 0.2553], [2.1497, 0.6325, -0.0643], [1.6813, 0.8508, 1.5731], [0.2498, 5.8453, -1.8130], [-0.7996, 6.3599, -2.8000], [0.0489, 7.1122, -3.8847], [-0.7766, 7.4458, -5.1813], [-1.0700, 6.0895, -5.6397], [-1.8532, 5.0294, -4.7315], [-1.2771, 5.0400, -3.3913], [-1.8658, 4.1453, -2.5239], [-3.2930, 5.4192, -4.6517], [-1.5709, 3.6236, -5.1958], [-1.9009, 7.1558, -2.0739], [0.6837, 6.6950, -1.2859], [1.1077, 5.2808, -2.1783], [-0.2801, 5.2286, -1.0870], [0.0718, 8.1572, -3.5755], [1.0820, 6.8385, -4.0988], [-0.2932, 8.0891, -5.9166], [-1.6805, 8.0272, -4.9995], [-0.1326, 5.6552, -5.9873], [-1.7765, 6.1574, -6.4669], [-3.6641, 5.1457, -5.6394], [-3.7454, 4.7155, -3.9530], [-3.3328, 6.4372, -4.2641], [-2.1108, 2.8309, -4.6780], [-1.7082, 3.4496, -6.2630], [-0.4976, 3.4404, -5.1454], [-2.6075, 7.6045, -2.7721], [-1.5152, 8.0546, -1.5927], [-2.6187, 6.5811, -1.4886], [-1.1191, 3.6021, -2.2614], [-5.8166, -1.3693, -2.7407], [-5.4614, -2.7015, -2.0461], [-4.9612, -2.3669, -0.6218], [-4.6671, -3.5499, 0.2518], [-5.9141, -4.4518, 0.4018], [-6.5878, -4.9038, -0.9126], [-6.5556, -3.6811, -1.9158], [-7.4732, -3.7090, -2.9333], [-5.8350, -6.1796, -1.4179], [-8.0172, -5.3672, -0.7647], [-4.3441, -3.3502, -2.8997], [-6.6718, -0.8440, -2.3156], [-6.0910, -1.4566, -3.7920], [-5.0701, -0.5904, -2.5853], [-4.2322, -1.5663, -0.4967], [-5.7476, -1.8676, -0.0557], [-4.4231, -3.1720, 1.2447], [-3.7691, -4.0891, -0.0500], [-6.6134, -3.9149, 1.0428], [-5.5637, -5.2771, 1.0217], [-5.9738, -6.6345, -2.3986], [-4.7692, -6.0027, -1.2731], [-6.1548, -7.0144, -0.7942], [-8.4352, -5.8861, -1.6273], [-8.0839, -6.0360, 0.0934], [-8.6130, -4.4635, -0.6360], [-4.5379, -3.4134, -3.9705], [-3.9537, -4.3051, -2.5478], [-3.5245, -2.7180, -2.5582], [-8.1361, -3.0938, -2.6113], [0.7466, -6.7800, -0.0635], [0.2998, -7.9150, -0.2180], [0.5053, -5.6955, -0.8335], [1.4534, -6.4989, 1.0036], [1.0411, -4.8880, -0.5491], [0.1557, -5.7124, -1.7809], [2.0481, -5.6876, 0.9137], [1.4068, -7.1001, 1.8139], [4.8112, 1.4517, -4.7117], [4.9206, 0.8424, -3.6693], [4.0900, 2.5492, -4.7501], [5.3787, 0.9654, -5.8184], [3.6274, 2.7675, -3.8792], [4.0653, 3.0123, -5.6473], [6.0426, 0.2355, -5.6024], [5.4496, 1.7245, -6.4808], [6.2754, -4.9197, 3.9409], [6.8148, -5.1036, 2.8375], [6.8838, -5.3486, 5.0120], [5.0951, -4.4772, 4.2296], [6.2744, -5.6610, 5.7544], [7.7708, -5.8248, 4.9307], [4.9775, -4.1392, 5.1741], [4.5313, -4.0644, 3.5003], [-1.0147, -5.1316, 7.8802], [-1.7744, -5.8958, 7.2390], [-0.4914, -4.0767, 7.3311], [-0.4408, -5.2559, 9.0152], [-0.8399, -3.7643, 6.4361], [0.4032, -3.7026, 7.6135], [0.0978, -4.4166, 9.1754], [-0.9063, -5.8603, 9.6771], [7.1210, 3.5196, -0.7798], [7.7180, 2.4505, -0.9016], [7.6843, 4.6685, -0.8062], [5.9601, 3.4998, -0.2436], [8.6586, 4.8076, -1.0335], [7.2729, 5.4191, -0.2700], [5.4433, 2.6929, 0.0758], [5.6668, 4.3516, 0.2132], [7.0084, 0.9767, 3.5868], [7.6019, 0.0801, 3.0395], [7.6312, 2.0798, 3.8927], [5.7200, 1.0683, 3.7865], [8.5014, 2.1854, 3.3909], [7.2495, 2.8582, 4.4107], [5.4150, 1.9902, 4.0643], [5.1196, 0.3031, 3.5141], [0.5000, 2.1772, 7.4084], [0.7773, 1.5766, 8.4542], [1.0515, 1.9523, 6.2617], [-0.4498, 3.0774, 7.2578], [0.4265, 2.2374, 5.5213], [1.6490, 1.1386, 6.2295], [-0.7217, 3.4651, 6.3656], [-0.9916, 3.3546, 8.0638]], "forces_ev_per_a": [[1.2, -0.7, -0.5], [1.8, -1.5, 0.1], [0.3, 1.2, -0.2], [-2.9, 1.2, 0.5], [0.0, -0.2, 0.3], [0.2, -0.1, 0.7], [-0.2, 0.7, -0.5], [-0.2, -0.6, -0.7], [-0.5, 0.2, 0.4], [0.4, -0.6, -0.1], [-0.2, 0.2, 0.3], [-0.2, 0.7, 1.4], [1.2, -2.6, -0.5], [-2.4, 3.5, -0.2], [0.3, -0.7, 1.7], [-1.8, -2.3, -1.8], [1.7, 1.0, 1.2], [2.2, 2.4, -1.2], [-0.6, 0.1, 0.7], [0.0, -1.3, -0.3], [0.4, -0.7, -1.6], [-0.4, 0.8, -1.3], [0.0, 0.1, 0.3], [-0.4, 0.0, -0.7], [0.2, 0.0, 0.3], [0.8, 0.1, 1.3], [-0.4, -0.7, 0.2], [0.7, -0.5, 0.0], [-0.2, -0.1, 0.7], [-0.1, -0.3, -0.1], [0.2, -0.3, -0.7], [-0.8, 0.9, -0.1], [-0.3, 0.2, 0.2], [-0.7, 0.0, -0.6], [0.0, 0.3, 0.2], [-0.7, 0.3, -0.3], [0.1, 0.0, 0.6], [0.2, 0.0, -0.6], [0.2, -0.4, 0.6], [0.8, -0.4, 0.6], [-0.1, -0.4, 0.2], [-1.2, 0.3, 0.3], [0.5, -1.1, -0.5], [-0.9, 0.5, 0.6], [0.0, -0.4, 0.1], [0.5, 0.3, 0.1], [1.0, 0.2, -2.6], [0.1, -0.5, 3.4], [-0.4, -0.2, -0.8], [0.7, 0.2, 0.5], [-0.5, 1.0, 0.3], [1.1, 0.7, 1.5], [-0.5, -0.4, 0.5], [0.5, -0.2, -0.1], [0.6, -0.5, -0.3], [0.8, -0.4, -0.9], [-0.9, 0.0, -0.4], [0.0, 0.0, 0.1], [-0.1, -0.3, -0.3], [-0.3, 0.2, -0.2], [-0.4, -0.5, -0.3], [-0.4, 1.0, -0.5], [0.1, -0.4, -0.1], [0.3, 0.1, 0.6], [0.4, 0.0, -0.1], [-0.1, 0.2, 0.1], [-0.4, -0.1, 0.4], [0.1, 0.4, 0.2], [-0.8, -0.3, 0.1], [0.7, 0.4, -1.3], [-0.4, 0.0, -0.3], [-1.9, -2.3, -0.9], [-0.5, 0.2, -0.8], [0.2, 1.1, -0.7], [1.9, 1.3, 1.9], [-0.4, 0.3, -0.5], [0.2, -0.4, 0.4], [0.1, -0.1, 1.1], [0.4, 0.2, -0.4], [0.4, -2.6, 2.9], [0.1, -0.6, 1.1], [-0.7, 1.8, -1.3], [-0.3, 0.9, -1.5], [0.0, 0.4, -0.6], [-0.8, 0.6, 0.7], [0.2, 0.4, -0.6], [1.1, -1.0, -0.8], [2.9, -1.8, -4.4], [-1.1, 0.9, 0.5], [2.2, -1.4, 4.3], [-3.9, 2.0, 0.1], [0.5, 0.0, 0.1], [-0.4, 0.1, -0.3], [-0.3, 0.1, -0.4], [0.0, 0.2, 0.0], [-2.5, -3.0, -4.9], [0.4, 1.0, 2.0], [0.9, 4.5, -3.8], [0.9, -1.9, 4.7], [0.3, -0.3, 0.1], [-0.4, 0.0, -0.2], [-0.3, -0.8, 1.8], [0.7, 0.3, 0.4], [2.9, -6.3, 1.3], [0.7, 0.0, -1.8], [2.5, 5.9, -0.7], [-6.2, 1.5, 2.3], [-0.3, -0.6, 0.0], [0.1, 0.0, -0.4], [0.7, -0.3, -0.5], [-0.4, -0.2, -0.2], [0.4, -1.7, -1.8], [0.3, -1.5, -0.2], [3.1, 3.8, 1.1], [-3.0, -0.3, 0.9], [0.0, 0.2, 0.5], [0.1, -0.3, -0.3], [-0.8, -0.7, -0.2], [-0.2, 0.3, 0.0], [0.0, -1.7, 3.5], [-0.2, 0.9, -0.4], [2.1, -1.0, -3.2], [-3.0, 2.6, 1.3], [1.0, -0.8, -0.7], [-0.2, 0.1, -0.6], [0.2, -0.1, 0.4], [0.1, -0.1, -0.2]], "homo_lumo_gap_ev": 4.802, "relative_energy_kcal_mol": 9.08, "e_lumo_ev": 1.7, "mol_weight_g_mol": 793.99, "charge": -1}